{"formula": "C2H3NOS", "method": "the ωB97M-V functional and the def2-TZVPD basis", "symbols": ["C", "N", "S", "O", "C", "H", "H", "H"], "xyz": [[-0.18645, -0.90472, 0.07150], [1.05323, -1.18768, 0.01290], [2.06866, 0.06330, 0.03361], [0.86845, 1.28278, 0.00788], [-0.54170, 0.55683, 0.02577], [-0.97586, -1.75218, -0.06050], [-1.12722, 0.88781, -0.82677], [-1.15911, 1.05386, 0.73561]], "de_lowest_kj_mol": 200.0, "mol_weight_g_mol": 89.12, "homo_lumo_gap_ha": 0.334, "lumo_ha": 0.0318}

---

{"formula": "C4H3Cl2F3", "method": "the ωB97M-V functional and the def2-TZVPD basis", "symbols": ["C", "C", "C", "C", "F", "F", "F", "Cl", "Cl", "H", "H", "H"], "xyz": [[-1.00482, -0.65932, -0.47973], [-1.31669, -1.82433, 0.00427], [2.43589, 1.89013, -0.24191], [-0.67433, 0.58691, 0.29989], [-1.17592, -0.41446, -1.81685], [-1.68466, -2.94227, -0.65064], [-1.20460, -2.12769, 1.25556], [3.24252, 0.79582, -1.16601], [3.00600, 2.08356, 1.35727], [-0.49319, 0.59513, 1.45456], [-1.46071, 1.19122, 0.04619], [0.33052, 0.82530, -0.06261]], "de_lowest_kj_mol": 264.7, "mol_weight_g_mol": 178.97, "homo_lumo_gap_ha": 0.302, "lumo_ha": -0.0443}

---

{"formula": "CH3N3O3", "method": "the ωB97M-V functional and the def2-TZVPD basis", "symbols": ["C", "N", "N", "N", "O", "O", "O", "H", "H", "H"], "xyz": [[-2.35634, 0.55804, -0.23535], [0.30035, 0.33716, 0.78391], [2.22084, -0.14249, -0.04648], [0.90716, -0.52240, 0.13045], [0.55598, -1.55938, -0.36921], [-3.53068, 0.38766, -0.44749], [-1.73222, -0.15358, 0.61337], [-1.76178, 1.33905, -0.76531], [2.52397, 0.66581, 0.48165], [2.87271, -0.90987, -0.14553]], "de_lowest_kj_mol": 455.4, "mol_weight_g_mol": 105.05, "homo_lumo_gap_ha": [0.270, 0.270], "lumo_ha": [-0.1080, -0.1081]}

---

{"formula": "C5H13BNO", "method": "the ωB97M-V functional and the def2-TZVPD basis", "symbols": ["B", "C", "C", "C", "C", "C", "N", "O", "H", "H", "H", "H", "H", "H", "H", "H", "H", "H", "H", "H", "H"], "xyz": [[0.83088, -0.01709, -0.02549], [-1.30177, 1.49394, -0.39213], [-2.13816, -0.00954, 0.17218], [-0.19527, -1.29982, 0.67623], [0.04571, 1.43302, 0.03227], [2.31431, -0.09424, 0.63315], [-1.42930, -1.19303, 0.00145], [0.99815, -0.47755, -1.64666], [-1.34334, 1.46223, -1.48949], [-1.89897, 2.29067, 0.15217], [-2.43638, 0.12337, 1.17194], [-3.08214, 0.02353, -0.45778], [0.39225, -2.25565, 0.61724], [-0.32190, -1.05839, 1.80583], [0.29468, 2.05821, 0.87183], [2.70136, 0.90374, 0.89743], [3.18831, -0.69937, 0.10802], [2.27471, -0.70319, 1.49947], [-1.56369, -1.73237, -0.80376], [0.71788, 0.28550, -2.33010], [1.95268, -0.53395, -1.49380]], "de_lowest_kj_mol": 359.8, "mol_weight_g_mol": 113.98, "charge": 1, "homo_lumo_gap_ha": [0.281, 0.281], "lumo_ha": [-0.1975, -0.1974]}

---

{"formula": "C4H12AsF6K2N4O8", "method": "the ωB97M-V functional and the def2-TZVPD basis", "symbols": ["K", "K", "As", "F", "F", "F", "F", "F", "F", "C", "N", "O", "O", "H", "H", "H", "C", "N", "O", "O", "H", "H", "H", "C", "N", "O", "O", "H", "H", "H", "C", "N", "O", "O", "H", "H", "H"], "xyz": [[1.70434, -3.86818, 3.70777], [-4.00482, -2.79916, -0.22498], [-1.65107, 0.48835, 2.41695], [-3.11888, -0.46723, 2.48764], [-2.41930, 1.72544, 1.41865], [-0.08722, 1.46447, 2.20791], [-0.84234, -0.58743, 3.66171], [-1.16149, -0.49398, 0.93694], [-2.16021, 1.49671, 3.85134], [2.74502, 3.21918, 4.97517], [2.37251, 1.94067, 5.75316], [2.87855, 0.83235, 5.42323], [1.70502, 2.11570, 6.75053], [3.52655, 2.87286, 4.29887], [3.22168, 3.90187, 5.67862], [1.84379, 3.67238, 4.56225], [-4.54681, 3.85767, -1.93197], [-3.62173, 3.17357, -2.93706], [-2.80742, 3.78430, -3.63909], [-4.04423, 2.03445, -3.24311], [-5.00978, 3.10991, -1.28807], [-5.32797, 4.44086, -2.41959], [-3.87330, 4.53724, -1.40980], [-0.11373, -5.56600, -4.06434], [0.27141, -4.68080, -2.85472], [1.22515, -4.87770, -2.13373], [-0.58606, -3.85448, -2.61976], [-0.28127, -4.89696, -4.90840], [-0.98275, -6.12037, -3.70998], [0.62314, -6.35656, -4.20619], [3.31304, -0.52462, -1.73515], [3.66920, -0.61674, -3.18526], [4.73638, -1.23940, -3.37472], [2.89144, -0.21233, -4.06872], [3.92521, -1.11304, -1.05170], [2.28078, -0.85690, -1.62502], [3.70714, 0.46391, -1.49936]], "mol_weight_g_mol": 511.27, "charge": 1, "homo_lumo_gap_ha": 0.303, "lumo_ha": -0.1533}

---

{"formula": "C6H14NO", "method": "the ωB97M-V functional and the def2-TZVPD basis", "symbols": ["C", "C", "C", "C", "C", "C", "N", "O", "H", "H", "H", "H", "H", "H", "H", "H", "H", "H", "H", "H", "H", "H"], "xyz": [[-1.19307, -1.22497, 0.07548], [-2.78515, 0.69901, 0.38702], [1.00161, 0.76013, 0.85515], [1.33845, -0.06887, -1.63800], [-1.76450, -0.04832, -0.53333], [1.37059, -0.21306, -0.16214], [2.12628, -1.28646, 0.27724], [-1.85136, -1.70217, 1.14564], [-3.50274, 1.19967, -0.24132], [-2.23517, 1.41881, 0.84134], [-3.13362, 0.12134, 1.13668], [1.24409, 1.67228, 0.39261], [1.48296, 0.45405, 1.73552], [-0.08616, 0.85789, 0.96780], [0.62902, 0.62439, -2.09099], [2.36197, 0.36689, -1.88668], [1.20966, -0.89536, -2.16889], [-2.31126, -0.48693, -1.39125], [-0.94674, 0.48498, -0.93884], [2.39718, -2.04018, -0.35916], [-1.49079, -2.55008, 1.46653], [2.54219, -1.30798, 1.18056]], "de_lowest_kj_mol": 375.5, "mol_weight_g_mol": 116.18, "charge": 1, "homo_lumo_gap_ha": [0.278, 0.278], "lumo_ha": [-0.1643, -0.1643]}